Entry 1:
33
Properties=species:S:1:pos:R:3:forces:R:3:lowdin_charge:R:1 method="wB97M-V/def2-TZVPD" lumo_ev=0.345 e_above_lowest_kcal_mol=33.7 fmax_ev_per_a=2.3 gap_ev=9.12
C 1.421 0.044 2.052 1.48 0.81 1.13 -0.115
C 0.352 -0.998 2.219 0.06 -1.86 0.92 -0.292
N 0.282 -2.021 1.153 -1.33 1.34 -1.32 -0.047
C -0.959 -1.886 0.285 1.36 -1.28 0.00 -0.181
C -0.712 -1.559 -1.198 -0.09 0.56 -0.11 -0.381
N -2.050 -1.489 -1.782 -0.42 0.89 -0.28 0.029
C 0.143 -0.249 -1.345 -0.66 -0.35 0.01 -0.215
C -0.371 0.782 -2.346 -1.24 0.24 0.36 -0.106
H 1.371 0.810 2.858 -0.14 -0.30 -0.60 0.091
H 2.394 -0.422 2.225 0.07 -0.30 0.24 0.074
H 1.657 0.537 1.104 -1.10 0.03 -0.18 0.030
H -0.624 -0.631 2.561 0.04 0.22 -0.90 0.105
H 0.618 -1.639 3.089 0.28 0.82 0.00 0.108
H 1.064 -1.868 0.520 0.08 -0.13 0.26 0.085
H -1.658 -1.164 0.694 0.04 0.15 0.09 0.087
H -1.401 -2.875 0.292 -0.52 -0.04 0.06 0.103
H -0.208 -2.384 -1.728 0.02 0.14 0.40 0.139
H -2.555 -0.719 -1.333 0.00 -0.38 0.36 0.066
H -1.991 -1.111 -2.725 0.14 -0.52 -0.20 0.059
H 0.119 0.193 -0.348 0.33 0.24 -0.09 0.071
H 1.156 -0.534 -1.619 0.16 -0.01 0.18 0.089
H -1.354 1.202 -2.039 0.37 -0.48 -0.05 0.073
H 0.241 1.671 -2.379 0.58 0.10 -0.23 0.063
H -0.532 0.390 -3.352 0.33 0.02 -0.02 0.074
O -2.337 1.240 0.720 0.10 -1.11 -0.68 -0.049
H -2.016 2.028 0.273 -0.21 0.39 0.83 0.028
H -2.691 1.364 1.602 0.19 0.80 -0.16 0.048
O 0.103 3.271 1.143 -0.73 0.39 0.08 -0.051
H 0.789 3.927 0.984 0.16 -0.50 -0.07 0.046
H 0.423 2.376 1.019 0.49 0.05 -0.03 -0.005
O 3.410 0.578 -1.113 -0.57 0.37 -0.37 -0.057
H 3.427 0.280 -0.201 -0.07 -0.04 0.13 0.016
H 2.489 0.858 -1.286 0.78 -0.26 0.25 0.016


Entry 2:
20
Properties=species:S:1:pos:R:3:forces:R:3:lowdin_spin:R:1 method="wB97M-V/def2-TZVPD" lumo_ev="-4.196 / -9.204" e_above_lowest_kcal_mol=111.1 total_charge=+1 fmax_ev_per_a=5.8 spin_multiplicity=2 gap_ev="9.24 / 4.22"
C -1.548 0.108 1.486 0.85 0.47 2.70 0.033
C -1.789 1.736 -0.316 1.80 -0.70 -0.83 0.003
N -1.617 2.983 0.004 2.71 -4.03 1.38 0.413
N -0.896 0.806 0.402 -2.07 2.55 -0.29 0.377
N -2.440 1.193 -1.423 2.50 -0.25 2.29 0.092
H 0.363 -0.688 0.316 5.10 -2.70 0.10 -0.001
H -2.188 3.508 -0.520 -3.29 3.34 -2.02 0.021
H -0.040 1.226 0.715 0.74 0.69 -0.35 0.004
H -2.120 0.264 -1.544 0.90 -1.11 -0.46 0.002
H -3.378 1.131 -1.683 -2.21 1.39 -0.02 0.000
H -1.525 -0.941 1.276 -0.09 -0.77 0.61 0.010
H -2.521 0.504 1.537 -1.66 -0.18 -0.06 0.004
H -1.140 0.441 2.576 -0.26 -1.15 -2.76 0.013
C 3.410 -2.243 -0.472 1.70 -0.49 -1.13 0.001
C 2.495 -1.120 -0.340 -1.82 4.67 0.91 0.001
O 1.306 -1.332 0.511 -2.19 1.59 -1.82 0.026
O 2.732 0.017 -0.742 -1.04 -2.63 0.55 0.001
H 3.007 -2.952 -1.174 -0.61 -0.56 -0.09 0.000
H 3.561 -2.781 0.489 0.33 0.53 -0.72 0.000
H 4.326 -1.859 -1.098 -1.40 -0.64 2.02 0.000


Entry 3:
12
Properties=species:S:1:pos:R:3:forces:R:3:lowdin_spin:R:1 method="wB97M-V/def2-TZVPD" lumo_ev="-5.600 / -9.640" e_above_lowest_kcal_mol=39.2 total_charge=+1 fmax_ev_per_a=5.0 spin_multiplicity=2 gap_ev="11.75 / 7.69"
C -0.741 -1.053 -1.252 -0.05 -0.17 -1.68 0.019
H 0.323 -0.745 -1.331 -0.67 0.12 -0.29 0.000
H -1.470 -0.367 -1.830 1.38 -1.11 0.96 0.000
H -0.995 -1.081 -0.195 -0.36 -0.28 0.06 0.010
H -0.725 -2.094 -1.715 -0.41 1.33 0.81 0.003
C -0.171 0.999 1.551 0.09 5.02 -0.53 0.470
C 0.861 0.357 0.949 2.68 -2.16 -2.84 0.302
O 1.760 0.910 0.100 -3.33 -0.21 -1.51 0.144
H -0.895 0.594 2.170 -1.18 -1.21 1.01 0.020
H -0.198 2.152 1.420 -0.05 -2.02 0.26 0.010
H 0.994 -0.739 0.976 0.16 0.52 0.93 0.006
H 1.259 1.067 -0.842 1.73 0.15 2.82 0.018


Entry 4:
59
Properties=species:S:1:pos:R:3:forces:R:3:lowdin_spin:R:1 method="wB97M-V/def2-TZVPD" lumo_ev="-5.971 / -7.104" e_above_lowest_kcal_mol=0.0 total_charge=+2 fmax_ev_per_a=0.5 spin_multiplicity=3 gap_ev="8.38 / 7.35"
Ni -0.271 0.590 -0.357 -0.29 -0.05 0.37 1.645
C 0.300 -0.664 -2.892 0.02 0.02 -0.02 0.004
C -0.734 -1.503 -2.117 -0.03 0.00 -0.01 0.008
N -0.539 -1.382 -0.653 -0.03 -0.02 0.01 0.076
C 0.656 -2.088 -0.117 0.02 -0.02 -0.05 0.005
C 1.350 -1.276 0.980 0.02 0.00 -0.01 0.005
N 1.405 0.177 0.670 0.08 0.00 -0.01 0.077
C 2.509 0.647 -0.199 -0.01 0.02 0.01 0.007
C 2.281 0.231 -1.643 0.00 0.01 -0.06 0.002
N 0.859 0.455 -2.068 0.02 -0.01 -0.03 0.046
H 1.120 -1.280 -3.257 0.00 -0.01 0.02 0.001
H -0.187 -0.245 -3.770 0.01 0.00 -0.01 0.000
H -1.739 -1.136 -2.325 0.00 0.00 0.01 0.000
H -0.687 -2.545 -2.439 -0.01 0.00 -0.01 0.003
H -1.377 -1.721 -0.193 0.02 -0.04 0.02 0.002
H 0.371 -3.060 0.286 0.03 -0.01 -0.01 0.001
H 1.332 -2.287 -0.946 -0.01 0.01 -0.01 0.000
H 0.796 -1.376 1.913 -0.01 0.02 0.00 0.000
H 2.354 -1.671 1.149 -0.01 -0.02 0.02 0.002
H 1.457 0.688 1.545 0.01 -0.03 0.02 0.002
H 2.523 1.736 -0.120 0.02 0.00 0.01 0.000
H 3.478 0.279 0.148 0.00 -0.01 -0.01 0.002
H 2.959 0.787 -2.291 0.00 -0.01 -0.01 0.000
H 2.516 -0.821 -1.782 0.00 0.00 0.01 0.000
H 0.833 1.297 -2.633 0.00 0.00 0.00 0.004
F -6.022 1.318 6.012 0.00 0.00 0.00 0.000
C -5.175 1.360 4.990 0.01 0.00 -0.01 0.000
C -4.157 0.424 4.931 -0.01 0.00 0.01 0.000
C -3.276 0.472 3.863 0.01 0.01 0.00 0.001
C -3.427 1.448 2.881 0.00 -0.09 0.04 0.005
C -4.463 2.380 2.961 -0.01 0.00 -0.01 0.001
C -5.347 2.339 4.024 0.00 -0.01 0.01 0.000
Sb -2.130 1.589 1.258 0.25 0.24 -0.41 0.025
C -3.376 1.637 -0.452 -0.08 -0.03 0.00 0.015
C -2.756 1.909 -1.674 -0.11 0.01 -0.05 0.013
C -3.458 1.832 -2.869 0.04 0.01 0.03 0.001
C -4.794 1.473 -2.817 -0.03 -0.01 0.03 0.003
F -5.480 1.396 -3.954 0.01 0.00 0.00 0.001
C -5.438 1.195 -1.623 0.01 0.00 -0.03 0.005
C -4.719 1.272 -0.439 0.01 -0.05 -0.01 0.002
C -1.328 3.540 1.313 0.02 0.00 0.15 0.010
C -0.390 3.881 0.341 0.04 0.08 -0.02 0.011
C 0.234 5.118 0.342 -0.02 -0.01 0.00 0.001
C -0.088 6.007 1.355 -0.01 -0.02 0.02 0.001
F 0.510 7.194 1.375 0.00 0.00 -0.01 0.000
C -0.999 5.696 2.348 0.02 0.01 -0.02 0.001
C -1.615 4.454 2.324 -0.06 0.00 0.00 0.001
H -4.069 -0.319 5.711 0.00 0.00 0.00 0.000
H -2.476 -0.256 3.811 0.00 0.00 0.00 0.000
H -4.590 3.141 2.198 0.00 0.00 0.00 0.000
H -6.160 3.046 4.117 0.00 0.00 0.00 0.000
H -1.729 2.270 -1.708 0.04 0.01 -0.02 0.004
H -3.006 2.070 -3.823 -0.01 0.01 0.00 0.000
H -6.486 0.925 -1.634 0.00 0.00 0.00 0.000
H -5.220 1.045 0.494 0.00 0.01 0.00 0.000
H -0.138 3.192 -0.468 0.01 -0.03 0.01 0.006
H 0.951 5.407 -0.414 0.00 0.00 0.00 0.000
H -1.212 6.420 3.122 0.00 0.00 0.00 0.000
H -2.323 4.207 3.105 0.00 0.00 0.00 0.000


Repeat the third record exactly.
12
Properties=species:S:1:pos:R:3:forces:R:3:lowdin_spin:R:1 method="wB97M-V/def2-TZVPD" lumo_ev="-5.600 / -9.640" e_above_lowest_kcal_mol=39.2 total_charge=+1 fmax_ev_per_a=5.0 spin_multiplicity=2 gap_ev="11.75 / 7.69"
C -0.741 -1.053 -1.252 -0.05 -0.17 -1.68 0.019
H 0.323 -0.745 -1.331 -0.67 0.12 -0.29 0.000
H -1.470 -0.367 -1.830 1.38 -1.11 0.96 0.000
H -0.995 -1.081 -0.195 -0.36 -0.28 0.06 0.010
H -0.725 -2.094 -1.715 -0.41 1.33 0.81 0.003
C -0.171 0.999 1.551 0.09 5.02 -0.53 0.470
C 0.861 0.357 0.949 2.68 -2.16 -2.84 0.302
O 1.760 0.910 0.100 -3.33 -0.21 -1.51 0.144
H -0.895 0.594 2.170 -1.18 -1.21 1.01 0.020
H -0.198 2.152 1.420 -0.05 -2.02 0.26 0.010
H 0.994 -0.739 0.976 0.16 0.52 0.93 0.006
H 1.259 1.067 -0.842 1.73 0.15 2.82 0.018